No. 1
Computed, not measured: a single C2H2N2 molecule in a non-equilibrium geometry, with ωB97M-V with the def2-TZVPD basis set.

Structure (XYZ):
```
6
Properties=species:S:1:pos:R:3:nbo_charge:R:1
C 0.004 -0.092 -0.417 0.204
C 0.047 0.337 0.804 -0.542
N -0.679 -0.187 -1.660 -0.041
N 0.360 -0.974 -1.398 -0.058
H 0.816 -0.089 1.317 0.209
H -0.548 1.006 1.355 0.228
```

The calculation puts the highest occupied orbital energy at -9.9 eV. The calculation puts the total energy at -186.78226 hartree. Its orbital gap is 9.20 eV. As for the total charge: 0. The structure (SMILES) is C=C1N=N1. The LUMO energy is -0.66 eV.

***

No. 2
Computed, not measured: a 6-piece molecular cluster, C4H22N2O5S overall in a non-equilibrium geometry, with ωB97M-V with the def2-TZVPD basis set.

Structure (XYZ):
```
34
Properties=species:S:1:pos:R:3:nbo_charge:R:1
C -0.590 -2.091 -0.655 -0.241
N -0.262 -0.667 -0.182 -0.672
C 0.765 0.050 -0.982 -0.233
C 1.871 -0.882 -1.356 -0.554
S 3.116 -0.230 -2.422 -0.017
C -1.706 -2.692 0.213 -0.253
N -1.816 -2.166 1.600 -0.833
H -0.850 -1.964 -1.726 0.172
H 0.297 -2.759 -0.633 0.198
H 2.437 0.895 -2.731 0.121
H 1.237 0.795 -0.302 0.218
H 0.241 0.562 -1.797 0.177
H 2.377 -1.260 -0.455 0.217
H 1.490 -1.757 -1.890 0.210
H -1.741 -3.791 0.126 0.190
H -2.719 -2.666 -0.222 0.188
H -0.984 -1.642 1.906 0.381
H -1.071 -0.085 -0.007 0.358
H -2.542 -1.454 1.485 0.358
H -1.791 1.468 1.132 0.477
H -2.495 1.964 2.304 0.481
O -2.641 1.328 1.588 -0.961
H 2.134 -1.129 3.137 0.481
H 1.477 -0.099 2.143 0.476
O 1.338 -0.634 2.929 -0.955
H -2.311 1.947 -0.897 0.485
H -1.965 0.696 -1.742 0.483
O -2.009 1.659 -1.766 -0.944
H -0.364 3.263 0.326 0.480
H -0.598 2.501 -0.993 0.495
O -0.124 2.434 -0.113 -0.988
H 0.744 2.557 2.285 0.478
H -0.228 1.525 2.787 0.487
O -0.199 2.434 2.450 -0.962
```

The calculation puts the highest occupied orbital energy at -8.8 eV. The calculation puts the total energy at -1049.42541 hartree. Its orbital gap is 9.01 eV. As for the total charge: 0. The structure (SMILES) is NCCNCCS.O.O.O.O.O. The LUMO energy is 0.18 eV.

***

No. 3
Computed, not measured: C16H29BrN8OSi2 as an isolated structure, with ωB97M-V with the def2-TZVPD basis set.

Structure (XYZ):
```
57
Properties=species:S:1:pos:R:3:nbo_charge:R:1
Si 4.339 -1.158 2.434 1.236
O 2.741 -1.571 2.664 -1.253
Si 1.517 -1.208 1.653 1.338
Br 0.097 0.187 2.607 -0.353
H 4.852 -1.964 1.311 -0.216
H 4.423 0.273 2.082 -0.190
H 5.045 -1.434 3.689 -0.193
H 0.779 -2.432 1.301 -0.199
H 2.025 -0.521 0.463 -0.179
C -1.071 0.615 -2.015 -0.731
C 0.381 0.555 -1.906 0.305
N 1.525 0.507 -1.820 -0.370
H -1.383 1.605 -2.341 0.262
H -1.423 -0.109 -2.747 0.264
H -1.543 0.413 -1.055 0.270
C 0.122 2.291 -5.386 -0.728
C -1.104 1.505 -5.379 0.299
N -2.070 0.886 -5.381 -0.357
H 0.993 1.639 -5.389 0.270
H 0.159 2.908 -6.280 0.263
H 0.166 2.935 -4.509 0.251
C 8.480 -2.141 4.529 -0.723
C 7.903 -0.966 3.891 0.306
N 7.413 -0.067 3.374 -0.350
H 7.719 -2.913 4.622 0.265
H 9.298 -2.527 3.924 0.256
H 8.856 -1.885 5.517 0.251
C -3.513 1.448 2.370 -0.735
C -3.482 1.667 0.933 0.316
N -3.457 1.835 -0.203 -0.377
H -2.714 2.008 2.853 0.254
H -4.460 1.758 2.802 0.271
H -3.371 0.391 2.590 0.264
C -0.788 2.668 -9.862 -0.723
C 0.363 2.362 -9.022 0.300
N 1.260 2.122 -8.349 -0.348
H -0.845 1.959 -10.686 0.258
H -1.702 2.600 -9.275 0.261
H -0.697 3.674 -10.266 0.255
C 5.692 -4.478 -1.015 -0.723
C 6.108 -4.502 0.381 0.302
N 6.416 -4.518 1.485 -0.348
H 6.560 -4.573 -1.665 0.254
H 5.008 -5.300 -1.213 0.255
H 5.190 -3.536 -1.232 0.261
C -7.797 2.576 2.496 -0.726
C -6.840 2.435 3.584 0.316
N -6.069 2.288 4.422 -0.364
H -7.544 1.875 1.702 0.268
H -8.801 2.359 2.854 0.256
H -7.769 3.590 2.102 0.256
C -6.172 -1.427 5.880 -0.722
C -6.153 -1.231 4.437 0.308
N -6.136 -1.055 3.304 -0.355
H -5.388 -0.828 6.339 0.262
H -7.133 -1.116 6.283 0.255
H -6.008 -2.476 6.118 0.253
```

The calculation puts the highest occupied orbital energy at -10.3 eV. The calculation puts the total energy at -4293.38298 hartree. Its orbital gap is 10.89 eV. As for the total charge: 0. The LUMO energy is 0.64 eV.

***

No. 4
Computed, not measured: C19H16Cl3CuGeNO3PS as an isolated structure in a non-equilibrium geometry, with ωB97M-V with the def2-TZVPD basis set.

Structure (XYZ):
```
46
Properties=species:S:1:pos:R:3:nbo_charge:R:1
Cu 0.772 -1.401 1.203 1.121
O 4.545 -0.585 0.071 -0.637
C 3.425 -0.340 0.469 0.783
O 2.664 -1.304 1.040 -0.836
C 2.738 1.039 0.497 -0.834
P 0.967 0.671 0.186 0.875
C 0.755 0.706 -1.624 -0.341
C -0.433 1.295 -2.050 -0.189
C -0.651 1.482 -3.423 -0.223
C 0.123 0.755 -4.325 -0.221
C 1.315 0.094 -3.866 -0.208
C 1.636 0.143 -2.517 -0.203
C 0.260 2.246 0.665 -0.366
C -0.513 2.475 1.799 -0.167
C -0.925 3.796 2.136 -0.216
C -0.697 4.862 1.263 -0.216
C -0.051 4.600 0.038 -0.218
C 0.438 3.335 -0.238 -0.193
H 3.193 1.712 -0.218 0.232
H 2.922 1.435 1.486 0.279
H -1.148 1.688 -1.290 0.230
H -1.479 2.099 -3.720 0.207
H -0.224 0.821 -5.361 0.210
H 1.996 -0.455 -4.476 0.214
H 2.623 -0.222 -2.220 0.236
H -0.808 1.621 2.421 0.242
H -1.396 3.964 3.099 0.214
H -0.890 5.874 1.575 0.208
H 0.052 5.439 -0.678 0.206
H 1.006 3.127 -1.124 0.218
O -1.030 -1.453 0.726 -0.680
N -1.605 -2.630 0.373 -0.015
C -2.885 -2.601 -0.075 0.034
C -3.637 -3.733 -0.122 -0.311
C -3.038 -4.996 0.157 -0.174
C -1.663 -5.052 0.426 -0.257
C -0.959 -3.846 0.722 0.013
S 0.614 -3.822 1.308 -0.223
H -3.295 -1.640 -0.335 0.221
H -4.676 -3.572 -0.419 0.218
H -3.718 -5.840 0.243 0.212
H -1.104 -5.963 0.306 0.233
Cl -0.782 -1.951 4.466 -0.506
Ge 1.159 -1.501 3.517 0.790
Cl 2.784 -2.900 3.718 -0.448
Cl 1.618 0.527 4.171 -0.513
```

The calculation puts the highest occupied orbital energy (alpha / beta) at -3.8 / -3.6 eV. The calculation puts the total energy at -6851.75339 hartree. Its orbital gap (alpha / beta) is 6.28 / 6.03 eV. The spin multiplicity is 2. As for the total charge: -1. The LUMO energy (alpha / beta) is 2.52 / 2.41 eV.

***

No. 5
Computed, not measured: a 2-piece molecular cluster, C7H13N4 overall in a non-equilibrium geometry, with ωB97M-V with the def2-TZVPD basis set.

Structure (XYZ):
```
24
Properties=species:S:1:pos:R:3:nbo_charge:R:1
C -0.768 0.522 2.316 0.286
C 0.184 -3.149 -0.754 -0.414
C 0.585 -2.095 -1.536 -0.097
C 1.476 0.867 0.665 -0.277
C -0.017 2.206 -0.045 -0.283
C -0.011 0.749 0.169 0.197
C -1.090 0.041 0.985 -0.601
N -0.441 1.178 3.189 -0.326
N -1.585 -1.339 -1.709 -0.616
N -0.278 -1.165 -1.983 -0.216
N 1.261 2.367 0.678 -0.512
H 0.984 -3.611 -0.181 0.225
H -0.860 -3.157 -0.550 0.182
H 1.650 -2.014 -2.061 0.223
H 1.691 0.441 1.622 0.252
H 2.171 0.607 -0.176 0.255
H 0.155 2.476 -0.985 0.233
H -0.779 2.692 0.447 0.229
H -1.046 -1.063 0.770 0.302
H -2.090 0.460 0.521 0.275
H -2.071 -2.207 -1.663 0.383
H -2.115 -0.464 -1.727 0.384
H 1.033 2.702 1.735 0.474
H 1.960 2.954 0.273 0.441
```

The calculation puts the highest occupied orbital energy (alpha / beta) at -11.1 / -12.4 eV. The calculation puts the total energy at -493.05968 hartree. Its orbital gap (alpha / beta) is 6.66 / 8.81 eV. As for the total charge: +1. The LUMO energy (alpha / beta) is -4.45 / -3.62 eV.

***

No. 6
Computed, not measured: a 2-piece molecular cluster, C16H23Cl2NO4 overall in a non-equilibrium geometry, with ωB97M-V with the def2-TZVPD basis set.

Structure (XYZ):
```
46
Properties=species:S:1:pos:R:3:nbo_charge:R:1
C 0.144 -2.217 1.949 -0.746
C -1.022 -1.245 1.996 0.802
O -1.955 -1.462 2.747 -0.570
O -1.039 -0.166 1.177 -0.509
C 0.244 0.432 0.957 -0.079
C 0.106 1.872 0.485 -0.446
C 1.392 2.379 -0.186 0.445
N 2.592 2.051 0.564 -0.866
C 1.454 2.000 -1.673 -0.485
C 1.993 0.615 -1.971 0.040
C 3.278 0.251 -1.655 -0.238
C 3.801 -0.980 -1.907 -0.218
C 3.017 -1.915 -2.519 -0.208
C 1.752 -1.562 -2.869 -0.205
C 1.216 -0.334 -2.608 -0.037
C -0.207 -0.098 -3.065 -0.638
O 1.259 3.828 -0.132 -0.570
C 2.463 4.487 -0.238 0.664
O 2.898 4.919 -1.275 -0.529
H 0.484 -2.425 0.935 0.233
H 0.964 -1.844 2.562 0.237
H -0.165 -3.157 2.391 0.251
H 0.862 -0.180 0.293 0.189
H 0.778 0.441 1.913 0.171
H -0.736 1.906 -0.204 0.229
H -0.064 2.505 1.354 0.226
H 2.723 1.050 0.654 0.379
H 2.462 2.383 1.517 0.364
H 1.997 2.745 -2.251 0.256
H 0.430 2.023 -2.027 0.221
H 3.893 0.990 -1.160 0.222
H 4.818 -1.159 -1.594 0.215
H 3.416 -2.899 -2.710 0.215
H 1.142 -2.297 -3.379 0.206
H -0.375 -0.674 -3.972 0.223
H -0.934 -0.407 -2.315 0.223
H -0.365 0.938 -3.351 0.215
H 3.018 4.652 0.695 0.117
Cl -7.277 -3.274 1.371 -0.067
C -5.988 -2.136 1.847 -0.384
C -5.702 -2.181 3.325 -0.388
Cl -7.052 -1.531 4.293 -0.068
H -6.285 -1.140 1.530 0.222
H -5.093 -2.421 1.295 0.225
H -4.829 -1.569 3.546 0.239
H -5.506 -3.195 3.662 0.221
```

The calculation puts the highest occupied orbital energy at -9.5 eV. The calculation puts the total energy at -1899.57102 hartree. Its orbital gap is 9.80 eV. As for the total charge: 0. The structure (SMILES) is CC(=O)OCC[C@@](N)(Cc1ccccc1C)OC=O.ClCCCl. The LUMO energy is 0.31 eV.